# 1
43
Properties=species:S:1:pos:R:3 method="wB97M-V/def2-TZVPD" largest_force_ha_per_bohr=0.0166 molar_mass_g_mol=299.4 orbital_gap_ha=0.3118 total_charge=0 energy_ha=-975.20997 homo_energy_ev=-8.118 relative_energy_kcal_mol=0.8
C 3.149 -3.569 -0.213
C 2.768 -2.102 -0.041
C 1.332 -1.845 0.458
C 1.162 -2.311 1.910
C 0.346 -2.589 -0.457
C -1.076 -2.173 -0.261
C -2.126 -3.072 -0.364
C -3.437 -2.644 -0.236
C -3.710 -1.305 -0.007
C -2.672 -0.400 0.102
C -1.353 -0.826 -0.023
C -0.240 0.104 0.153
N -0.572 1.422 0.078
C 0.354 2.303 0.307
N 0.062 3.630 0.275
C -1.192 4.078 -0.285
C -1.150 4.174 -1.818
O -0.682 2.996 -2.415
N 1.610 1.941 0.668
C 2.026 0.607 0.817
O 3.140 0.417 1.272
C 1.027 -0.356 0.423
H 2.999 -4.127 0.708
H 2.579 -4.045 -1.007
H 4.203 -3.634 -0.475
H 2.892 -1.593 -1.001
H 3.462 -1.644 0.662
H 1.864 -1.783 2.551
H 1.342 -3.379 1.999
H 0.150 -2.105 2.254
H 0.616 -2.382 -1.499
H 0.438 -3.663 -0.295
H -1.916 -4.117 -0.546
H -4.245 -3.356 -0.315
H -4.732 -0.971 0.092
H -2.865 0.644 0.295
H 0.842 4.264 0.189
H -1.944 3.345 0.014
H -1.441 5.051 0.142
H -0.459 4.962 -2.134
H -2.157 4.430 -2.182
H -1.116 2.242 -1.992
H 2.301 2.635 0.924

# 2
45
Properties=species:S:1:pos:R:3 method="wB97M-V/def2-TZVPD" largest_force_ha_per_bohr=0.3389 molar_mass_g_mol=347.4 orbital_gap_ha=0.3376 total_charge=0 energy_ha=-1447.96671 homo_energy_ev=-8.883 relative_energy_kcal_mol=437.8
C 1.208 0.531 1.738
H 0.991 -0.502 1.502
H 0.837 1.065 2.490
H 2.290 0.567 1.696
S 0.648 1.274 0.054
O -0.871 1.317 0.184
O 1.135 2.627 0.394
N 1.207 0.590 -1.214
C 2.268 1.201 -1.922
H 2.570 0.499 -2.703
C 3.511 1.511 -0.937
C 3.855 0.162 -0.308
C 4.689 0.013 0.874
C 5.072 -0.829 1.750
C 4.715 -2.201 1.134
C 3.956 -2.359 0.202
C 3.688 -1.374 -0.602
H 3.073 -1.402 -1.494
H 3.874 -3.204 -0.348
H 4.986 -3.008 1.948
H 5.554 -0.799 2.544
H 4.802 1.279 1.501
H 3.395 2.234 -0.186
H 4.335 1.664 -1.431
H 2.036 2.344 -2.430
C 0.278 -0.038 -1.885
H -0.412 0.489 -2.415
C -0.634 -0.756 -0.986
O -0.279 -1.581 0.083
N -1.930 -1.040 -1.247
H -2.317 -0.256 -2.061
C -2.966 -1.774 -0.672
C -4.023 -0.847 -0.008
C -3.839 0.270 0.429
C -4.921 1.073 0.927
C -6.111 0.773 0.936
N -6.359 -0.643 0.273
C -5.366 -1.334 0.260
H -5.624 -2.302 -0.351
H -7.136 1.237 1.350
H -4.660 2.062 1.461
H -2.955 0.878 0.690
H -3.441 -2.602 -1.130
H -2.430 -2.332 0.317
H 0.560 -0.668 -2.676